Entry from the OMol25 dataset: C10H37N12NiO12 as an isolated structure in a non-equilibrium geometry (ωB97M-V/def2-TZVPD).

Geometry as ORCA input:
```
! wB97M-V def2-TZVPD RIJCOSX def2/J DEFGRID3
* xyz 1 3
Ni -14.29 8.91 -12.79
O -15.57 7.82 -16.61
C -14.56 8.02 -15.72
O -13.38 7.97 -16.13
O -14.97 8.17 -14.54
H -15.09 7.48 -17.39
C -16.75 5.14 -14.36
O -17.37 6.41 -14.57
H -16.26 5.09 -13.39
H -17.49 4.34 -14.40
H -16.00 4.97 -15.14
H -16.65 6.97 -14.89
C -18.04 6.14 -17.82
O -18.28 5.18 -18.81
H -17.19 5.87 -17.18
H -17.90 7.16 -18.22
H -18.93 6.24 -17.20
H -17.42 5.01 -19.25
C -15.81 11.40 -16.52
O -16.78 10.38 -16.69
H -15.24 11.24 -15.60
H -15.16 11.50 -17.39
H -16.28 12.37 -16.39
H -16.29 9.56 -16.86
C -13.38 8.57 -19.98
O -14.13 7.62 -19.86
N -13.06 9.10 -21.19
N -12.77 9.17 -18.92
H -13.37 8.64 -22.03
H -12.49 9.92 -21.28
H -12.88 8.75 -18.01
H -12.37 10.08 -19.04
C -14.92 4.24 -18.72
O -15.79 4.34 -19.57
N -14.01 5.22 -18.45
N -14.81 3.13 -17.94
H -13.27 4.98 -17.81
H -14.08 6.12 -18.92
H -15.45 2.36 -18.01
H -13.98 2.99 -17.39
C -16.46 7.25 -11.22
O -15.40 7.56 -11.78
N -16.54 6.96 -9.90
N -17.63 7.11 -11.90
H -17.41 6.74 -9.46
H -15.70 7.01 -9.35
H -18.40 6.69 -11.42
H -17.59 7.02 -12.91
C -11.53 7.38 -12.91
O -12.60 7.86 -12.52
N -11.21 7.24 -14.21
N -10.49 7.24 -12.03
H -10.34 6.83 -14.51
H -11.97 7.37 -14.88
H -10.64 7.50 -11.07
H -9.61 6.89 -12.36
C -12.57 11.13 -14.26
O -13.24 10.42 -13.51
N -12.11 10.71 -15.45
N -12.39 12.45 -13.99
H -12.32 9.74 -15.70
H -11.62 11.32 -16.08
H -12.30 12.83 -13.07
H -11.92 13.02 -14.68
C -16.91 10.92 -12.88
O -15.93 10.21 -12.71
N -17.70 10.85 -13.97
N -17.37 11.78 -11.93
H -18.60 11.30 -13.97
H -17.50 10.22 -14.74
H -18.03 12.50 -12.17
H -16.90 11.91 -11.06
*
```

Properties
⟨S²⟩ ... 2.00
Energy above the lowest of the compared OMol25 structures with the same formula, charge and spin ... 0.000 eV
Energy ... -94467.99701 eV
Orbital gap (alpha / beta) ... 8.3 / 7.9 eV
E_LUMO (alpha / beta) ... -2.1 / -2.5 eV
Largest force on an atom ... 0.0437 hartree/bohr

---

Entry from the OMol25 dataset: one molecule with the formula C6H6ClN3O in a non-equilibrium geometry (ωB97M-V/def2-TZVPD).

Geometry as ORCA input:
```
! wB97M-V def2-TZVPD RIJCOSX def2/J DEFGRID3
* xyz 0 1
C -0.91 -0.08 3.27
C 1.70 -0.86 0.89
C 0.28 -0.23 2.71
C -0.14 1.73 0.02
C 1.36 0.03 -0.37
C -1.21 -0.40 -2.22
N -1.91 0.24 3.72
N 0.99 -0.78 1.91
N 0.04 0.55 -0.41
O -0.92 -0.49 -0.84
Cl -1.68 2.48 0.01
H 2.62 -1.47 0.83
H 2.10 0.86 -0.34
H 1.58 -0.61 -1.27
H -1.62 -1.26 -2.58
H -0.25 -0.10 -2.80
H -2.04 0.40 -2.51
*
```

Properties
Energy above the lowest of the compared OMol25 structures with the same formula, charge and spin ... 4.979 eV
Energy ... -25351.74108 eV
Orbital gap ... 7.8 eV
E_LUMO ... -0.4 eV
Largest force on an atom ... 0.0991 hartree/bohr